# 1
# C30H61F7NO8S

A 4-piece molecular cluster, C30H61F7NO8S overall at a distorted geometry (ωB97M-V/def2-TZVPD, the Open Molecules 2025 dataset).

Last column: Löwdin charge in e.
CARTESIAN COORDINATES (ANGSTROEM)
C 7.4536 0.5452 6.2944  -0.083
C 5.9711 0.3331 6.0423  -0.259
C 5.2681 1.6761 5.7557  -0.149
C 3.8458 1.6324 5.1584  -0.281
C 3.1089 0.3983 5.6604  -0.004
N 3.8021 1.7607 3.6292  -0.185
C 2.3621 1.6770 3.1394  -0.117
C 1.3831 2.6720 3.7790  -0.156
C 0.1807 2.0441 4.4965  -0.181
C -0.5689 1.0080 3.6443  -0.184
C -1.8126 1.6536 2.9919  -0.164
C -2.7916 0.6334 2.4197  -0.241
O -2.5151 0.3124 1.0762  -0.182
C -1.7841 -0.9001 0.8905  -0.086
C 4.5243 0.5755 3.0246  -0.087
C 4.7183 0.5895 1.5184  -0.166
O 5.2268 -0.7397 1.2834  -0.035
C 5.8976 -0.8125 0.0746  -0.287
O 6.9198 -1.4433 -0.0260  0.129
S 4.5873 3.2824 3.1535  0.809
O 5.9442 2.9986 2.8393  -0.185
O 4.4189 4.2335 4.1945  -0.180
C 3.8794 4.0340 1.6203  -0.425
F 4.2909 3.3725 0.5419  0.153
F 2.5400 4.0579 1.5706  0.128
C 4.3683 5.5494 1.4879  -0.366
F 5.5583 5.7527 2.0504  0.176
F 4.4996 5.7736 0.1741  0.184
C 3.3173 6.5847 2.0078  -0.527
F 2.3607 6.7829 1.0982  0.195
F 3.9865 7.7399 2.1714  0.189
F 2.7915 6.2277 3.1823  0.179
H 7.9505 -0.3879 6.5147  0.080
H 7.5445 1.1579 7.1863  0.084
H 7.9444 1.0690 5.4817  0.079
H 5.5631 -0.0387 6.9772  0.110
H 5.7718 -0.4424 5.3100  0.099
H 5.1573 2.1456 6.7260  0.137
H 5.9718 2.3003 5.2134  0.098
H 3.3247 2.4688 5.5966  0.134
H 3.4743 -0.5415 5.2681  0.092
H 3.2727 0.3769 6.7287  0.111
H 2.0376 0.4332 5.5111  0.072
H 2.0169 0.6601 3.2340  0.126
H 2.3515 1.8620 2.0738  0.117
H 0.9327 3.2516 2.9818  0.112
H 1.8641 3.4178 4.4017  0.112
H 0.4173 1.7090 5.5007  0.102
H -0.5009 2.8756 4.6328  0.110
H -0.9518 0.2178 4.2785  0.115
H 0.0185 0.6196 2.8179  0.098
H -2.3363 2.2965 3.6899  0.114
H -1.4466 2.2321 2.1480  0.120
H -3.7760 1.0927 2.4234  0.122
H -2.8638 -0.2469 3.0584  0.122
H -2.4363 -1.6084 0.3963  0.091
H -0.9211 -0.6646 0.2729  0.077
H -1.3976 -1.2924 1.8270  0.078
H 5.5068 0.4559 3.4582  0.134
H 3.9719 -0.3258 3.2387  0.141
H 3.8060 0.6983 0.9365  0.132
H 5.4797 1.2867 1.1991  0.113
H 5.4242 -0.3058 -0.7757  0.156
C -1.8671 0.1801 -3.1437  -0.068
C -1.5406 -1.3019 -3.2320  -0.288
O -2.6668 -2.1408 -3.0972  -0.180
C -3.6918 -1.9788 -4.0655  -0.260
C -3.2384 -2.2281 -5.4920  -0.069
H -2.3654 0.4012 -2.1976  0.077
H -0.9543 0.7748 -3.2086  0.076
H -2.5305 0.5038 -3.9468  0.057
H -0.8708 -1.5676 -2.4114  0.107
H -1.0008 -1.5275 -4.1592  0.110
H -4.1504 -0.9887 -3.9730  0.094
H -4.4633 -2.7018 -3.8015  0.123
H -2.4685 -1.5212 -5.8075  0.069
H -4.0836 -2.1283 -6.1731  0.070
H -2.8232 -3.2325 -5.5939  0.077
C -5.3087 1.6591 -5.4247  -0.074
C -5.3652 0.6515 -6.5617  -0.280
O -6.2643 -0.4169 -6.3374  -0.169
C -7.6248 -0.0646 -6.1531  -0.277
C -8.2393 0.6672 -7.3334  -0.077
H -5.0409 1.1650 -4.4889  0.064
H -4.5663 2.4285 -5.6400  0.079
H -6.2669 2.1560 -5.2701  0.068
H -4.3840 0.1904 -6.6795  0.102
H -5.5890 1.1522 -7.5099  0.111
H -7.7462 0.5156 -5.2314  0.107
H -8.1521 -1.0056 -5.9984  0.119
H -7.7493 1.6227 -7.5248  0.066
H -9.2938 0.8668 -7.1426  0.079
H -8.1564 0.0659 -8.2394  0.083
C -1.8508 -5.1188 -2.4268  -0.080
C -1.5185 -6.5990 -2.5109  -0.281
O -2.6409 -7.4478 -2.3685  -0.157
C -3.6695 -7.2872 -3.3283  -0.280
C -3.2239 -7.5282 -4.7605  -0.078
H -2.3425 -4.8912 -1.4800  0.085
H -0.9419 -4.5207 -2.5019  0.075
H -2.5194 -4.8011 -3.2248  0.052
H -0.8434 -6.8665 -1.6971  0.116
H -0.9855 -6.8225 -3.4424  0.107
H -4.1323 -6.2984 -3.2290  0.105
H -4.4347 -8.0158 -3.0617  0.118
H -2.4611 -6.8160 -5.0783  0.063
H -4.0723 -7.4318 -5.4385  0.077
H -2.8053 -8.5299 -4.8657  0.082

- HOMO energy (Ha) = -0.3920
- net charge = +1
- frontier orbital gap (eV) = 6.78



# 2
# C36H36N3O2

A 2-piece molecular cluster, C36H36N3O2 overall at a distorted geometry (ωB97M-V/def2-TZVPD, the Open Molecules 2025 dataset).

Last column: Löwdin charge in e.
CARTESIAN COORDINATES (ANGSTROEM)
C -1.2608 -4.8543 0.7993  0.001
N -1.2928 -3.6624 -0.0176  -0.036
C -2.2125 -3.4896 -1.0140  -0.398
O -3.0194 -4.3350 -1.3858  0.082
C -2.0756 -2.0584 -1.5202  -0.165
C -3.3587 -1.2875 -1.2537  -0.072
C -3.6844 -1.2827 0.2220  -0.214
C -4.6239 -2.2176 0.6543  -0.034
C -4.9835 -2.3093 1.9941  -0.061
C -4.4342 -1.4187 2.9262  -0.078
C -3.4826 -0.4828 2.5034  -0.076
C -3.1164 -0.4046 1.1532  -0.057
N -0.9332 -1.5512 -0.7658  0.005
C -0.4844 -0.2781 -0.9228  -0.029
C 0.1900 0.3985 0.0761  -0.075
C 0.8710 1.6352 -0.0916  -0.046
C 1.9283 1.9990 0.8645  -0.201
C 2.5991 3.2296 0.7197  -0.035
C 3.6758 3.5781 1.5308  -0.065
C 4.1548 2.6700 2.4961  -0.061
C 3.4731 1.4604 2.6984  -0.064
C 2.3713 1.1295 1.8971  -0.015
C -0.4814 -2.4886 0.2868  -0.243
C 0.9783 -2.8278 0.2689  -0.032
C 1.5481 -3.3793 -0.8278  -0.019
C 2.9259 -3.8269 -0.8957  -0.224
C 3.4021 -4.4613 -2.0682  -0.032
C 4.7044 -4.9542 -2.1282  -0.073
C 5.5684 -4.7956 -1.0298  -0.072
C 5.1042 -4.1696 0.1379  -0.073
C 3.7998 -3.6776 0.2026  -0.032
H -1.9513 -5.5853 0.3716  0.098
H -0.2488 -5.2767 0.8100  0.094
H -1.5627 -4.6196 1.8327  0.103
H -1.8190 -2.0861 -2.5897  0.172
H -3.3089 -0.2839 -1.6946  0.101
H -4.1493 -1.8556 -1.7598  0.131
H -5.0534 -2.8941 -0.0844  0.121
H -5.6913 -3.0766 2.3071  0.111
H -4.7536 -1.4519 3.9737  0.109
H -3.0148 0.1891 3.2292  0.105
H -2.3717 0.3311 0.8407  0.075
H -0.6382 0.1328 -1.9346  0.158
H 0.1787 -0.0945 1.0612  0.107
H 1.0631 1.9673 -1.1179  0.122
H 2.2829 3.9078 -0.0791  0.109
H 4.1704 4.5428 1.3980  0.110
H 5.0315 2.9171 3.1050  0.113
H 3.8236 0.7623 3.4668  0.112
H 1.9095 0.1474 2.0340  0.100
H -0.7419 -2.1034 1.2925  0.152
H 1.5202 -2.6600 1.1962  0.102
H 0.9359 -3.5386 -1.7186  0.129
H 2.7239 -4.5598 -2.9180  0.113
H 5.0542 -5.4611 -3.0270  0.107
H 6.5944 -5.1592 -1.0813  0.106
H 5.7570 -4.0618 1.0027  0.105
H 3.4407 -3.1778 1.1040  0.100
C -2.6636 2.4055 -1.4170  0.007
C -1.2353 2.8401 -1.6428  -0.456
C -0.5228 3.3559 -0.4715  -0.110
N -0.3578 4.7620 -0.5839  -0.028
C 0.1816 5.2645 -1.7410  -0.005
C 0.3093 6.6150 -1.9466  -0.017
C -0.0646 7.5218 -0.9512  -0.023
C -0.5791 6.9982 0.2438  -0.026
C -0.6853 5.6302 0.4351  0.011
O -0.7085 2.8384 -2.7646  0.048
H -2.7658 1.7741 -0.5237  0.062
H -3.2843 3.3069 -1.2859  0.108
H -3.0169 1.8598 -2.2993  0.088
H -0.8555 3.0679 0.5302  0.124
H 0.4164 4.5417 -2.5061  0.127
H 0.7108 6.9366 -2.9029  0.126
H 0.0477 8.6016 -1.0981  0.126
H -0.8887 7.6702 1.0515  0.126
H -1.0694 5.1705 1.3435  0.141

- HOMO energy (Ha) = -0.3826
- net charge = +1
- frontier orbital gap (eV) = 6.30



# 3
# C10H21NO4Si

C10H21NO4Si as an isolated structure at a distorted geometry (ωB97M-V/def2-TZVPD, the Open Molecules 2025 dataset).

Last column: natural (NBO) charge in e.
CARTESIAN COORDINATES (ANGSTROEM)
C 1.4301 1.5198 -0.9924  -0.311
C 0.4064 1.3259 -1.8117  -0.689
Si -1.2149 2.1236 -1.3515  1.617
C -2.7084 0.9984 -1.3825  -0.922
C -3.9746 1.8331 -1.0209  0.107
C -5.1718 0.9535 -0.7147  -0.623
O -4.3369 2.6755 -2.1189  -0.732
O -1.4718 3.4098 -2.5142  -0.762
C -1.5533 4.5354 -1.8874  0.524
N -1.9086 5.4824 -1.3198  -0.437
H 1.2900 2.1119 -0.0951  0.191
H 2.4200 1.1183 -1.1715  0.208
H 0.5335 0.7435 -2.7171  0.229
H -1.0677 2.7180 -0.0108  -0.189
H -2.8411 0.5352 -2.3635  0.250
H -2.6534 0.1976 -0.6399  0.248
H -3.6958 2.4839 -0.1832  0.163
H -6.0353 1.5951 -0.5466  0.222
H -5.3733 0.3621 -1.6082  0.214
H -5.0232 0.3078 0.1482  0.209
H -4.1171 3.5814 -1.8914  0.481
C 1.7201 -2.1118 0.2157  -0.259
O 2.8157 -1.3732 0.7327  -0.555
C 2.7532 -1.2024 2.1406  -0.089
C 3.5830 -2.2300 2.8873  -0.089
O 3.1086 -3.5529 2.6921  -0.551
C 3.8087 -4.2577 1.6800  -0.257
H 2.0028 -2.4937 -0.7647  0.189
H 1.4516 -2.9549 0.8542  0.184
H 0.8500 -1.4555 0.1016  0.169
H 1.7137 -1.2229 2.4828  0.173
H 3.1562 -0.2090 2.3600  0.186
H 3.5125 -2.0200 3.9586  0.187
H 4.6370 -2.1560 2.6016  0.173
H 4.7487 -4.6545 2.0772  0.170
H 4.0235 -3.6287 0.8142  0.180
H 3.1820 -5.0888 1.3592  0.190

- HOMO energy (Ha) = -0.3483
- frontier orbital gap (eV) = 10.11



# 4
# C8H9NO3

A 2-piece molecular cluster, C8H9NO3 overall at a distorted geometry (ωB97M-V/def2-TZVPD, the Open Molecules 2025 dataset).

Last column: natural (NBO) charge in e.
CARTESIAN COORDINATES (ANGSTROEM)
C -1.4016 -1.1786 -2.0916  -0.154
C -0.4648 -2.4985 -0.2093  -0.218
C -0.7770 -0.1084 -1.6004  -0.262
C 0.0600 -1.3605 0.2390  -0.192
C -1.3078 -2.5101 -1.3777  0.464
C 1.5033 1.0315 1.0770  0.698
C -0.0883 -0.1077 -0.3773  0.418
C 1.8739 2.4480 1.4868  -0.722
N 0.6022 1.0020 0.0143  -0.607
O -1.7179 -3.5337 -1.9041  -0.477
O 2.1393 0.0489 1.3928  -0.558
O -1.8604 0.4720 1.0491  -0.928
H -2.1076 -1.2272 -2.9257  0.237
H -0.5895 -3.3826 0.4706  0.243
H -0.8885 0.7179 -2.3088  0.235
H 0.7418 -1.3108 1.0653  0.265
H 1.7631 3.1886 0.6835  0.235
H 1.0757 2.8235 2.2794  0.246
H 2.8762 2.3397 1.9562  0.261
H 0.0222 1.8277 -0.1974  0.418
H -1.4544 1.3183 1.2786  0.397

- HOMO energy (spin up / spin down) (Ha) = -0.3259 / -0.3259
- frontier orbital gap (spin up / spin down) (eV) = 6.45 / 6.45



# 5
# C15H29F9GaN6O14

C15H29F9GaN6O14 as an isolated structure at a distorted geometry (ωB97M-V/def2-TZVPD, the Open Molecules 2025 dataset).

Last column: Löwdin charge in e.
CARTESIAN COORDINATES (ANGSTROEM)
C 2.9526 -0.0899 3.3213  -0.031
C 2.8874 1.4462 2.7960  -0.482
O 2.3336 1.6486 1.7004  0.011
O 3.4169 2.4104 3.6519  -0.137
C 3.8718 3.6123 2.9468  -0.302
Ga 2.5934 5.2415 3.1796  0.335
C 0.9539 4.9535 1.9609  -0.303
C -0.4760 4.9822 2.6745  -0.176
C -0.6069 4.0882 3.9808  -0.346
F 0.2227 2.9594 3.9771  0.075
F -0.1970 4.8759 5.0989  0.006
C -2.1547 3.7633 4.2311  -0.236
F -2.3653 3.8457 5.6395  0.065
F -2.9668 4.7796 3.6864  0.084
C -2.6052 2.2952 3.8163  -0.215
F -3.9800 2.1927 4.1718  0.075
F -1.9694 1.2826 4.5579  0.109
C -2.5563 2.0024 2.2416  -0.358
F -3.3328 0.8327 2.0471  0.082
F -1.2843 1.6865 1.7784  0.127
F -3.1723 2.9879 1.4734  0.121
H 3.3175 -0.7422 2.4742  0.083
H 3.6003 -0.1233 4.2475  0.069
H 1.8675 -0.3489 3.5775  0.085
H 4.0866 3.4588 1.8416  0.065
H 4.8754 3.9074 3.4220  0.054
H 3.4198 6.5203 2.6037  -0.110
H 2.2649 5.5801 4.7052  -0.094
H 1.1342 4.0184 1.3268  0.041
H 0.9519 5.8248 1.2099  0.044
H -1.2245 4.5476 1.9134  0.101
H -0.8003 6.0635 2.8521  0.133
C -0.7616 0.9001 -1.3201  0.053
N -0.7517 1.4268 -2.7100  -0.431
O 0.0479 2.3002 -2.9723  0.096
O -1.5550 0.9387 -3.4924  0.019
H -0.0018 1.4216 -0.7409  0.098
H -1.7529 1.0813 -0.9076  0.092
H -0.5434 -0.1655 -1.3715  0.107
C -4.2790 -0.5367 -3.6034  0.042
N -4.3602 -2.0111 -3.4394  -0.444
O -4.8818 -2.4353 -2.4250  0.066
O -3.8959 -2.6923 -4.3376  0.042
H -4.7285 -0.0624 -2.7339  0.098
H -3.2251 -0.2711 -3.6862  0.063
H -4.8242 -0.2769 -4.5097  0.103
C -4.1659 -4.2028 -7.4846  0.043
N -4.1522 -3.6757 -8.8745  -0.455
O -3.3462 -2.8010 -9.1323  0.067
O -4.9525 -4.1613 -9.6556  0.046
H -3.4071 -3.6833 -6.9039  0.089
H -5.1572 -4.0197 -7.0739  0.104
H -3.9494 -5.2693 -7.5350  0.089
C 1.3938 -2.6311 6.3577  0.044
N 2.1605 -2.9252 5.1198  -0.434
O 3.0995 -2.1974 4.8579  0.024
O 1.7896 -3.8770 4.4554  0.057
H 1.8332 -1.7629 6.8439  0.098
H 0.3641 -2.4302 6.0661  0.101
H 1.4588 -3.5078 7.0001  0.097
C 7.3321 -0.5634 3.0458  0.042
N 6.7252 0.4895 2.1917  -0.429
O 7.4761 1.3094 1.6946  0.068
O 5.5185 0.4525 2.0533  0.074
H 8.4083 -0.4090 3.0805  0.090
H 6.8964 -0.4712 4.0394  0.101
H 7.0943 -1.5269 2.5978  0.099
C -1.8950 -7.2933 -9.6857  0.045
N -1.4653 -7.6843 -8.3185  -0.450
O -0.2740 -7.6494 -8.0745  0.070
O -2.3443 -8.0139 -7.5378  0.052
H -1.0166 -7.0267 -10.2688  0.097
H -2.4047 -8.1486 -10.1261  0.102
H -2.5654 -6.4406 -9.5884  0.086

- HOMO energy (Ha) = -0.1716
- net charge = -1
- frontier orbital gap (eV) = 5.78



# 6
# C6H14BrHfO3

C6H14BrHfO3 as an isolated structure at a distorted geometry (ωB97M-V/def2-TZVPD, the Open Molecules 2025 dataset).

Last column: natural (NBO) charge in e.
CARTESIAN COORDINATES (ANGSTROEM)
Hf 3.1677 -9.9795 -1.5566  1.566
Br 3.4134 -6.0316 -1.0986  -0.312
C 0.2827 4.3423 -0.4695  -0.325
O -0.7272 3.6979 0.3849  -0.206
C -1.2266 2.6154 -0.1901  -0.092
C -0.3131 1.3579 -0.1493  -0.074
O 0.1389 1.0754 1.1683  -0.257
C 0.9529 -0.1264 1.2451  -0.101
C 0.3884 -1.4252 0.5387  -0.111
O -0.9951 -1.4606 0.7264  -0.354
C -1.6830 -2.5141 0.1084  -0.293
H 0.3582 5.3276 -0.0094  0.280
H 0.0057 4.4559 -1.5175  0.244
H 1.2916 3.9997 -0.2395  0.274
H -1.4966 2.8181 -1.2265  0.250
H -2.1193 2.2909 0.3446  0.280
H 0.5522 1.5311 -0.7891  0.293
H -0.8278 0.4949 -0.5716  0.238
H 1.0703 -0.3969 2.2944  0.257
H 1.8986 0.1356 0.7707  0.255
H 0.8943 -2.3172 0.9081  0.265
H 0.5615 -1.2480 -0.5228  0.211
H -1.3407 -3.5160 0.3674  0.229
H -1.5284 -2.6268 -0.9646  0.232
H -2.7187 -2.5006 0.4481  0.251

- HOMO energy (Ha) = -0.6355
- net charge = +3
- frontier orbital gap (eV) = 1.75



Short version: total energy = -2933.16871; -1707.85318; -1038.77320; -590.57108; -4793.79994; -3083.11712 Ha, in the order given.